A molecular structure, C25H28AsBCl2F6N8O4RbS2 in a non-equilibrium geometry, computed with wB97M-V/def2-TZVPD.

Geometry as XYZ:
```
78
Properties=species:S:1:pos:R:3:lowdin_charge:R:1
Rb 0.005 1.460 1.686 0.839
B 1.963 3.695 -1.155 -0.431
N 2.984 2.619 -0.692 -0.099
C 4.304 2.585 -0.913 -0.129
C 4.820 1.446 -0.326 -0.102
C 3.697 0.839 0.247 -0.195
N 2.603 1.549 0.016 0.014
N 1.575 4.610 0.043 -0.102
C 1.877 5.901 0.220 -0.129
C 1.339 6.320 1.422 -0.100
C 0.713 5.171 1.916 -0.190
N 0.858 4.154 1.078 -0.026
H 2.522 4.399 -1.972 0.059
H 0.980 3.152 -1.586 0.064
H 4.776 3.370 -1.479 0.100
H 5.843 1.112 -0.316 0.067
H 3.623 -0.083 0.800 0.092
H 2.451 6.427 -0.523 0.100
H 1.395 7.298 1.868 0.069
H 0.179 5.030 2.843 0.096
C -5.560 -3.726 -2.239 -0.063
C -4.966 -2.355 -2.085 -0.282
C -3.990 -2.104 -1.132 -0.020
C -3.461 -0.832 -0.970 -0.062
C -3.908 0.202 -1.767 -0.260
C -4.888 -0.026 -2.723 -0.053
C -5.408 -1.299 -2.879 -0.051
S -3.171 1.824 -1.664 0.589
O -2.054 1.797 -2.576 -0.323
O -4.237 2.762 -1.954 -0.328
N -2.589 1.938 -0.165 -0.173
C -3.424 2.477 0.751 -0.181
C -4.269 1.101 1.717 -0.609
O -5.454 1.208 1.563 0.076
O -3.437 0.415 2.248 0.029
H -4.911 -4.484 -1.804 0.071
H -5.719 -3.973 -3.289 0.070
H -6.526 -3.790 -1.736 0.077
H -3.631 -2.905 -0.499 0.105
H -2.713 -0.646 -0.217 0.049
H -5.239 0.798 -3.327 0.109
H -6.173 -1.478 -3.625 0.104
H -4.270 3.067 0.391 0.091
H -2.908 2.896 1.613 0.095
C 5.008 -4.741 1.071 -0.054
N 4.389 -3.972 0.025 -0.138
C 5.064 -3.288 -0.965 -0.063
C 4.141 -2.657 -1.716 -0.038
N 2.905 -2.958 -1.182 -0.019
C 3.045 -3.768 -0.095 -0.783
S 1.834 -4.451 0.818 0.579
C 1.712 -2.301 -1.618 -0.306
C 1.084 -2.769 -2.761 -0.005
C 0.020 -2.025 -3.247 -0.053
C -0.320 -0.850 -2.598 -0.032
C 0.393 -0.479 -1.463 -0.127
N 1.381 -1.209 -0.957 0.175
H 5.579 -5.569 0.648 0.087
H 4.210 -5.132 1.701 0.039
H 5.665 -4.105 1.666 0.093
H 6.133 -3.305 -1.039 0.110
H 4.238 -1.991 -2.551 0.126
H 1.415 -3.684 -3.230 0.112
H -0.518 -2.345 -4.129 0.104
H -1.100 -0.197 -2.955 0.083
H 0.183 0.476 -0.992 0.072
F 1.255 0.212 3.563 -0.389
As 0.900 1.194 4.970 0.725
F -0.431 1.950 4.095 -0.418
F 1.963 2.418 4.348 -0.252
F 0.522 2.180 6.363 -0.264
F 2.210 0.431 5.837 -0.263
F -0.215 -0.051 5.507 -0.265
Cl -2.316 -3.722 2.561 0.492
C -1.655 -2.121 2.958 -0.965
Cl -0.938 -1.353 1.553 0.529
H -0.881 -2.247 3.710 0.032
H -2.475 -1.491 3.295 0.018
```

net charge	-2
E	-6309.44322	a.u.
orbital gap (spin up / spin down)	6.644 / 7.535	eV
strongest force on any atom	1.8	eV/A
<S²>	0.7547
energy above the lowest of the compared OMol25 structures with the same formula, charge and spin	96.05	kJ/mol
E_HOMO (spin up / spin down)	-2.874 / -3.765	eV
molecular weight	924.78	g mol⁻¹
multiplicity	2